No. 1
Molecular formula: C8H13N3O6
Method: DFT, ωB97M-V/def2-TZVPD

The calculation puts the energy above the lowest of the compared OMol25 structures with the same formula, charge and spin at 68.0 kJ/mol. Its SMILES is NC(=O)C[C@H](N)C(=O)N[C@@H](CC(=O)O)C(=O)O. As for the frontier orbital gap: 0.374 hartree. For the HOMO energy, the calculation gives -9.912 eV.

Geometry (Å):
1 N -1.04453 -2.66853 -2.98622
2 C -0.22017 -3.20714 -2.06354
3 O 0.87612 -3.68410 -2.37364
4 C -0.72975 -3.21683 -0.60214
5 C -0.30609 -1.88336 0.08257
6 N -0.52971 -1.85874 1.52472
7 C -0.97726 -0.65351 -0.48794
8 O -2.05307 -0.72250 -1.09752
9 N -0.47991 0.53864 -0.15921
10 C 0.72277 0.88229 0.75443
11 C 1.61226 1.91682 0.10388
12 C 1.07835 3.26732 -0.09909
13 O 1.79136 4.25221 0.07014
14 O -0.23325 3.26158 -0.41746
15 C 0.34416 1.31667 2.16179
16 O 0.76537 2.37255 2.62588
17 O -0.29327 0.39688 2.88801
18 H -0.72459 -2.43710 -3.95004
19 H -1.80067 -2.12393 -2.54004
20 H -0.38012 -4.07714 -0.00717
21 H -1.79091 -3.17770 -0.64377
22 H 0.77509 -1.83469 -0.06282
23 H -1.47435 -2.07975 1.70922
24 H -0.02721 -2.59918 1.97847
25 H -1.03188 1.33860 -0.53262
26 H 1.26886 -0.02361 0.85763
27 H 2.01971 1.52714 -0.89047
28 H 2.45565 2.09553 0.82232
29 H -0.55729 4.21845 -0.43024
30 H -0.32499 -0.45272 2.37157

Cartesian forces, eV/Å:
N -1.00 0.97 0.13
C 1.93 -1.33 -0.54
O -0.90 0.47 0.72
C 0.39 1.24 -0.43
C 1.09 -1.20 -0.38
N 0.56 -0.02 -0.07
C -1.54 -0.03 0.12
O 0.81 -0.28 0.06
N 1.13 1.77 0.89
C -2.09 0.24 -2.08
C 2.05 -1.33 -0.27
C 1.26 2.14 0.89
O -2.05 -1.37 -0.84
O -0.47 2.35 -0.08
C 0.76 1.06 1.53
O -1.14 -1.66 -0.82
O 0.32 1.06 -0.13
H -0.25 -0.44 1.50
H 0.43 -0.16 -0.96
H 0.05 0.38 -0.59
H -1.12 -0.37 0.17
H 0.08 0.30 -0.04
H -1.50 -0.08 0.21
H 0.56 -0.36 0.11
H 0.74 -0.85 0.62
H 0.57 -0.77 0.04
H -0.48 0.46 1.31
H -0.51 -0.35 -0.95
H 0.64 -1.61 -0.02
H -0.31 -0.21 -0.11

Atom charges from the Löwdin analysis, given in e for atoms 1 to 5: N 0.16; C -0.54; O 0.02; C -0.04; C -0.28


No. 2
Molecular formula: C13H26N4OP2SY
Method: DFT, ωB97M-V/def2-TZVPD

The calculation puts the energy above the lowest of the compared OMol25 structures with the same formula, charge and spin at 0.0 kJ/mol. As for the frontier orbital gap (spin up / spin down): 0.273 / 0.197 hartree. For the HOMO energy (spin up / spin down), the calculation gives -13.628 / -13.509 eV. Its spin multiplicity is 2. Its total charge is +2.

Geometry (Å):
1 Y -0.08927 -0.11055 -0.05213
2 P 2.18688 -1.40570 -1.36132
3 P -2.22228 1.85401 -0.68848
4 N 1.26369 -0.81940 1.49024
5 N -0.96093 0.73381 1.93772
6 H 1.55113 -0.76275 3.51472
7 H -1.08536 -0.26595 3.81581
8 H 0.26336 -1.89001 3.02510
9 C 0.70936 -0.90114 2.82634
10 H 0.16451 0.95770 3.72660
11 C -0.33635 0.17002 3.14263
12 H 3.19718 -1.28341 2.31435
13 H -2.17957 1.96901 3.10692
14 C 2.72353 -0.75440 1.44111
15 C -1.89966 1.66896 2.07724
16 H 3.67494 -2.31467 0.27122
17 C 3.29521 -1.29598 0.09008
18 H 4.14002 -0.66100 -0.19424
19 H -1.81626 3.15584 -1.12286
20 H -3.57249 1.95544 -1.14123
21 H 2.97108 -0.70232 -2.34031
22 H 2.60976 -2.70655 -1.74450
23 O 1.28642 1.64504 -0.69313
24 C 2.00874 2.58542 -0.25131
25 C 3.50071 2.53582 -0.45722
26 C 1.48807 3.37477 0.91778
27 H 3.10927 0.24691 1.65599
28 H 3.78149 1.48648 -0.55233
29 H 3.96426 3.11189 -1.26270
30 H 3.95248 2.87248 0.46953
31 H 0.69668 2.81770 1.42552
32 H 2.30351 3.36872 1.63852
33 H 1.15679 4.40655 0.78459
34 C -2.54404 2.31627 1.01437
35 H -3.25602 3.09633 1.28646
36 C -4.29470 -1.49973 -1.64481
37 N -3.10716 -2.13310 -2.21566
38 C -2.98666 -2.62479 -3.50801
39 C -1.73704 -3.15211 -3.63179
40 N -1.11782 -2.97733 -2.40871
41 C -1.96607 -2.37484 -1.51164
42 S -1.85583 -2.21072 0.17260
43 H -4.57609 -2.02871 -0.72311
44 H -4.08080 -0.44709 -1.40288
45 H -5.09583 -1.56858 -2.39056
46 H -3.79502 -2.55574 -4.20441
47 H -1.25448 -3.63697 -4.47068
48 H -0.16933 -3.24562 -2.17144

Cartesian forces, eV/Å:
Y 0.60 -1.00 -0.18
P 0.80 -0.16 -0.53
P -0.58 1.05 -0.37
N -0.11 0.77 -0.70
N -0.51 0.52 0.33
H -0.40 -0.19 0.34
H -0.17 0.27 -0.17
H 0.21 0.15 -0.08
C 0.48 -0.40 0.12
H -0.27 0.16 -0.32
C -0.01 0.14 0.39
H -0.51 -0.22 -0.94
H 0.15 -0.11 -0.56
C 0.11 -0.58 0.46
C 0.07 -0.04 0.77
H -0.07 0.46 -0.17
C 0.72 0.20 1.33
H 0.08 -0.38 0.03
H -0.09 -0.45 -0.10
H 0.48 -0.17 -0.08
H -0.49 -0.29 0.36
H -0.51 0.25 -0.19
O 0.88 1.70 0.10
C -0.65 -2.25 0.75
C 0.05 -0.04 0.03
C -0.03 -0.08 0.45
H -0.14 0.49 -0.46
H -0.09 0.06 -0.38
H -0.46 0.00 -0.08
H 0.15 0.26 0.00
H -0.21 0.06 -0.44
H 0.09 0.42 0.05
H 0.23 -0.07 -0.37
C 0.22 -0.33 1.14
H 0.13 -0.20 -0.23
C -0.14 -0.13 0.03
N 0.66 -0.21 0.04
C 0.72 -0.05 0.38
C -0.46 0.27 0.07
N -0.34 0.43 0.69
C -0.68 -0.63 -1.65
S 0.60 0.46 0.33
H 0.01 0.20 -0.36
H -0.13 -0.43 -0.14
H 0.20 0.09 0.33
H -0.13 -0.01 -0.21
H -0.09 0.15 0.21
H -0.35 -0.13 -0.02

Atom charges from the Löwdin analysis, given in e for atoms 1 to 5: Y 1.02; P 0.81; P 0.83; N -0.29; N -0.10


No. 3
Molecular formula: CH6O
Method: DFT, ωB97M-V/def2-TZVPD

The calculation puts the energy above the lowest of the compared OMol25 structures with the same formula, charge and spin at 0.7 kJ/mol. Its SMILES is C.O. As for the frontier orbital gap: 0.457 hartree. For the HOMO energy, the calculation gives -11.530 eV.

Geometry (Å):
1 C 0.00000 0.00000 0.00000
2 H -0.38455 -0.39871 0.95034
3 H -0.37424 -0.61261 -0.83346
4 H -0.34005 1.03843 -0.12665
5 H 1.09964 -0.02662 0.00939
6 O 2.15384 1.64632 2.26392
7 H 2.03673 1.53235 1.29358
8 H 3.09655 1.90725 2.37102

Cartesian forces, eV/Å:
C -0.06 0.02 0.02
H 0.18 0.17 -0.35
H 0.17 0.24 0.29
H 0.09 -0.37 0.05
H -0.38 -0.08 -0.03
O 0.88 0.16 -0.88
H 0.13 0.13 1.04
H -1.02 -0.28 -0.15

Atom charges from the Löwdin analysis, given in e for atoms 1 to 5: C -0.06; H 0.03; H 0.02; H 0.02; H 0.01


No. 4
Molecular formula: C11H11NO
Method: DFT, ωB97M-V/def2-TZVPD

The calculation puts the energy above the lowest of the compared OMol25 structures with the same formula, charge and spin at 384.2 kJ/mol. Its SMILES is Cc1cccc(C)c1-c1ncco1. As for the frontier orbital gap: 0.314 hartree. For the HOMO energy, the calculation gives -8.286 eV.

Geometry (Å):
1 C 0.48143 2.52861 -0.02747
2 C 1.11579 1.21802 0.03493
3 C 2.46024 1.12011 0.29863
4 C 3.10092 -0.10367 0.16480
5 C 2.39630 -1.24676 -0.12398
6 C 1.05373 -1.19833 -0.40957
7 C 0.14410 -2.44375 -0.22201
8 C 0.38042 -0.02022 -0.45776
9 C -0.99319 0.19022 -0.17518
10 N -1.99571 1.10026 -0.45290
11 C -3.17825 0.55024 -0.05442
12 C -2.89244 -0.66676 0.48062
13 O -1.58990 -0.81280 0.54146
14 H -0.20530 2.57392 0.82383
15 H 0.92106 3.46298 0.26776
16 H -0.14950 2.78084 -0.94834
17 H 2.93154 2.08146 0.75139
18 H 4.08591 -0.30935 0.55287
19 H 2.82512 -2.29824 0.34400
20 H 0.72394 -3.51232 0.01608
21 H -0.56498 -2.48641 -1.03108
22 H -0.61336 -2.36264 0.63237
23 H -4.17974 0.96000 -0.38786
24 H -3.49979 -1.65587 0.76599

Cartesian forces, eV/Å:
C -3.13 1.69 0.24
C 0.67 -1.91 -3.15
C 0.59 1.81 0.80
C 0.44 -0.58 1.05
C 1.30 -2.75 1.71
C -2.23 -2.69 1.28
C 1.08 -2.66 1.67
C 2.52 5.45 2.39
C -6.05 0.80 0.20
N 3.32 -1.02 -0.72
C -0.99 -0.61 -0.76
C -3.21 -2.07 1.16
O 0.80 -0.09 -0.73
H -0.97 -0.41 -0.25
H 1.93 0.05 -0.41
H 0.94 -0.82 1.28
H -0.39 -1.98 -1.08
H 0.38 0.58 -0.11
H -0.91 2.68 -1.99
H -1.25 2.91 -1.26
H 0.10 -0.65 -0.79
H 2.17 -0.18 -0.94
H 1.58 -0.41 0.80
H 1.31 2.85 -0.41

Atom charges from the Löwdin analysis, given in e for atoms 1 to 5: C -0.09; C -0.19; C -0.05; C -0.09; C -0.07


No. 5
Molecular formula: C44H52BrINOS2
Method: DFT, ωB97M-V/def2-TZVPD

As for the frontier orbital gap: 0.246 hartree. For the HOMO energy, the calculation gives -10.459 eV. Its total charge is +1.

Geometry (Å):
1 C -3.81324 -1.07516 1.29804
2 C -2.67292 -1.49712 2.20256
3 C -1.63165 -2.50740 1.63464
4 S -1.68893 -2.87735 -0.13984
5 O -0.33997 -2.22824 2.15751
6 C 0.23106 -0.99975 1.86482
7 Br 1.33748 -1.00749 0.25348
8 C -0.81549 0.09775 1.70863
9 C -0.31222 1.52210 1.87115
10 C -1.31348 2.56497 1.36837
11 C -0.89934 3.99190 1.73225
12 I 0.06203 5.00665 0.12509
13 N -1.94537 -0.23147 2.66256
14 S -1.55106 -0.32596 4.41400
15 H -3.48760 -0.40552 0.49802
16 H -4.58414 -0.56424 1.87941
17 H -4.26405 -1.94794 0.83132
18 H -3.08230 -1.92171 3.11878
19 H -1.87182 -3.47638 2.06903
20 H -1.64649 -1.62236 -0.61125
21 H 0.93423 -0.78913 2.66767
22 H -1.28571 -0.00201 0.72703
23 H -0.04203 1.72492 2.91195
24 H 0.61178 1.59388 1.29338
25 H -2.32276 2.37843 1.76135
26 H -1.39351 2.46283 0.28415
27 H -0.18093 4.00917 2.54846
28 H -1.74738 4.60737 2.01522
29 H -2.62293 0.53001 2.58861
30 H -0.34637 0.24953 4.29616
31 C 4.07898 -3.26786 -0.91251
32 C 4.71572 -4.49629 -1.03004
33 C 5.57438 -4.73245 -2.09457
34 C 5.79554 -3.74033 -3.03992
35 C 5.16511 -2.50951 -2.92031
36 C 4.30683 -2.27405 -1.85443
37 H 3.40564 -3.08637 -0.08455
38 H 4.53725 -5.27183 -0.29575
39 H 6.06625 -5.69113 -2.19436
40 H 6.45499 -3.92971 -3.87746
41 H 5.33495 -1.73927 -3.66161
42 H 3.81869 -1.31041 -1.76364
43 C -8.88930 0.52670 2.23083
44 C -7.84258 1.04271 2.98266
45 C -6.65473 1.39831 2.35770
46 C -6.51624 1.23905 0.98485
47 C -7.56350 0.72486 0.23250
48 C -8.75075 0.36937 0.85821
49 H -9.81772 0.25313 2.71491
50 H -7.95506 1.17884 4.05061
51 H -5.84341 1.81445 2.94533
52 H -5.59241 1.52820 0.49571
53 H -7.45782 0.60588 -0.83801
54 H -9.57094 -0.02756 0.27461
55 C -6.81584 5.60610 5.35840
56 C -7.72263 6.25324 6.18655
57 C -9.07621 5.95801 6.09795
58 C -9.52359 5.01488 5.18297
59 C -8.61672 4.36447 4.35730
60 C -7.26375 4.66221 4.44420
61 H -5.76136 5.84379 5.42330
62 H -7.37533 6.99083 6.89838
63 H -9.78328 6.46564 6.74106
64 H -10.57940 4.78697 5.11333
65 H -8.96605 3.63425 3.63836
66 H -6.56022 4.16383 3.78799
67 C 3.72639 -5.61375 -5.80167
68 C 2.86985 -4.92999 -4.95026
69 C 1.49794 -5.11771 -5.05302
70 C 0.98308 -5.98620 -6.00575
71 C 1.84121 -6.66870 -6.85736
72 C 3.21301 -6.48235 -6.75523
73 H 4.79671 -5.47018 -5.72067
74 H 3.27258 -4.25628 -4.20475
75 H 0.82896 -4.58534 -4.38791
76 H -0.08669 -6.13258 -6.08605
77 H 1.44096 -7.34616 -7.60065
78 H 3.88201 -7.01459 -7.41920
79 C 2.06408 8.17329 -2.97292
80 C 1.98905 8.28575 -1.59161
81 C 2.50666 9.40428 -0.95344
82 C 3.10071 10.41284 -1.69939
83 C 3.17646 10.30156 -3.08102
84 C 2.65849 9.18239 -3.71809
85 H 1.65954 7.30102 -3.47107
86 H 1.52528 7.50069 -1.00675
87 H 2.44719 9.49057 0.12403
88 H 3.50470 11.28627 -1.20407
89 H 3.63947 11.08851 -3.66216
90 H 2.71800 9.09691 -4.79540
91 C 10.02517 -5.48749 -0.95704
92 C 8.70605 -5.76132 -0.62257
93 C 8.23806 -7.06801 -0.66050
94 C 9.08720 -8.10069 -1.03417
95 C 10.40583 -7.82594 -1.37015
96 C 10.87454 -6.51990 -1.33135
97 H 10.39113 -4.46911 -0.92707
98 H 8.04190 -4.95625 -0.33365
99 H 7.21001 -7.28419 -0.39534
100 H 8.72234 -9.11945 -1.06246
101 H 11.06881 -8.63043 -1.66139
102 H 11.90298 -6.30663 -1.59305

Cartesian forces, eV/Å:
C -0.06 0.04 0.07
C -0.01 0.03 0.00
C 0.04 -0.02 -0.08
S -0.08 0.07 0.05
O -0.03 0.08 0.07
C -0.06 -0.04 0.03
Br 0.00 0.05 -0.02
C 0.05 -0.01 -0.06
C -0.02 -0.03 -0.02
C 0.06 -0.05 -0.06
C -0.02 0.01 0.06
I 0.06 -0.04 -0.03
N -0.08 0.03 0.16
S 0.04 -0.01 -0.15
H 0.03 -0.09 -0.03
H 0.00 -0.01 -0.03
H 0.00 0.00 0.02
H 0.02 -0.07 -0.03
H 0.02 0.00 -0.02
H 0.04 -0.05 -0.02
H 0.00 0.00 -0.02
H 0.03 0.03 0.01
H 0.00 -0.04 -0.01
H 0.00 0.06 0.02
H 0.06 0.03 0.12
H -0.11 0.01 0.02
H -0.06 -0.02 0.04
H -0.01 -0.01 -0.08
H 0.02 -0.01 -0.06
H -0.02 0.02 0.05
C 0.02 -0.01 0.02
C -0.01 -0.01 -0.03
C -0.04 -0.02 -0.03
C 0.03 0.02 -0.03
C -0.01 -0.02 -0.01
C -0.02 0.01 -0.01
H 0.03 -0.03 0.01
H 0.00 0.00 0.00
H 0.01 0.01 0.00
H 0.03 0.01 0.02
H 0.01 0.00 0.01
H 0.00 0.00 0.01
C -0.01 0.01 0.00
C 0.02 -0.02 0.02
C 0.01 -0.02 0.00
C 0.05 0.02 -0.01
C 0.01 -0.02 0.03
C 0.01 -0.01 0.00
H 0.00 0.00 0.00
H 0.00 0.00 0.00
H -0.01 0.03 0.00
H -0.03 0.04 -0.03
H -0.01 0.02 0.00
H 0.00 0.00 0.00
C 0.00 0.00 0.00
C 0.00 0.00 0.00
C 0.01 0.00 0.00
C 0.01 -0.02 0.02
C -0.02 0.02 -0.02
C 0.00 0.00 0.00
H 0.00 0.00 0.00
H 0.00 0.00 0.00
H 0.00 0.00 0.00
H 0.00 0.01 0.00
H 0.00 0.01 -0.01
H 0.00 0.00 0.00
C 0.01 0.00 0.00
C -0.04 -0.01 0.03
C 0.00 0.00 -0.01
C 0.00 0.00 0.00
C 0.00 0.00 0.00
C 0.00 0.00 0.00
H 0.00 0.00 0.00
H 0.00 0.00 0.01
H 0.00 0.00 0.00
H 0.00 0.00 0.00
H 0.00 0.00 0.00
H 0.00 0.00 0.00
C 0.00 0.01 0.00
C 0.00 -0.01 -0.01
C 0.00 0.00 -0.01
C 0.00 0.00 0.00
C 0.00 0.00 0.00
C 0.00 0.00 0.00
H 0.00 0.00 0.00
H 0.01 0.02 0.00
H 0.00 0.00 0.00
H 0.00 0.00 0.00
H 0.00 0.00 0.00
H 0.00 0.00 0.00
C 0.00 -0.01 -0.01
C 0.00 0.01 0.01
C 0.00 0.00 0.00
C 0.00 0.00 0.00
C 0.00 0.00 0.00
C 0.00 0.00 0.00
H 0.00 0.00 0.00
H 0.01 0.00 0.00
H 0.00 0.00 0.00
H 0.00 0.00 0.00
H 0.00 0.00 0.00
H 0.00 0.00 0.00

Atom charges from the Löwdin analysis, given in e for atoms 1 to 5: C -0.05; C -0.32; C -0.59; S 0.85; O -0.16


No. 6
Molecular formula: C3H10NO2P
Method: DFT, ωB97M-V/def2-TZVPD

The calculation puts the energy above the lowest of the compared OMol25 structures with the same formula, charge and spin at 686.3 kJ/mol. Its SMILES is CNCPCOO. As for the frontier orbital gap: 0.351 hartree. For the HOMO energy, the calculation gives -8.870 eV.

Geometry (Å):
1 C 2.45800 0.44057 0.02559
2 N 1.83092 -0.86303 0.28390
3 C 0.38393 -0.78898 0.50291
4 P -0.53000 -0.66469 -1.11139
5 C -2.28876 -0.20437 -0.59439
6 O -2.52735 -0.19191 0.80016
7 O -2.13506 1.08393 1.35477
8 H 2.60545 0.64564 -1.04139
9 H 3.43590 0.48585 0.51264
10 H 1.83887 1.24110 0.43951
11 H 1.99743 -1.45280 -0.52472
12 H 0.04707 -1.69863 1.00785
13 H 0.17288 0.03519 1.18165
14 H -0.09733 0.63760 -1.45985
15 H -2.96955 -0.96360 -0.98713
16 H -2.59481 0.75466 -1.03333
17 H -1.62759 1.50348 0.64323

Cartesian forces, eV/Å:
C 0.09 -0.04 0.00
N -0.25 0.25 -0.27
C 0.13 -0.23 0.23
P -0.11 0.20 -0.21
C -0.06 -0.05 -0.04
O 0.07 0.22 0.06
O -0.06 -0.14 -0.16
H -0.07 0.04 0.08
H -0.08 0.02 -0.05
H 0.09 -0.06 0.00
H 0.13 -0.18 0.21
H 0.01 0.07 -0.08
H -0.04 -0.02 0.00
H 0.02 0.07 0.07
H 0.05 0.01 0.13
H 0.00 -0.13 -0.05
H 0.08 -0.02 0.06

Atom charges from the Löwdin analysis, given in e for atoms 1 to 5: C -0.15; N -0.18; C -0.48; P 0.92; C -0.45


Electronic energy
In order: -928.427205; -1923.922240; -116.924140; -555.612499; -5505.594045; -666.734918
Unit: Eh